Molecular formula: C6H33NO12
Method: DFT, the ωB97M-V functional and the def2-TZVPD basis

Geometry (Å):
1 C 0.0645 0.3095 -0.1833
2 C -0.5293 1.2460 -1.2167
3 C -1.9951 1.3115 -1.5454
4 C -2.5806 0.7399 -2.6792
5 C -0.0392 -1.0281 -0.5388
6 N 0.3958 -1.7708 -1.5037
7 C 1.1331 -1.4809 -2.6540
8 O -0.4857 -1.6929 0.5939
9 H 1.2875 0.4320 -0.4027
10 H -0.1248 0.3631 0.9632
11 H -0.4334 2.3287 -0.7267
12 H -0.0447 0.9319 -2.1579
13 H -2.6710 1.9256 -0.8733
14 H -2.0185 0.0632 -3.3021
15 H -3.6247 0.8862 -2.9834
16 H -0.4924 -3.4991 4.0389
17 H 1.9082 -0.7244 -2.6752
18 H 0.3287 -1.5431 -3.3681
19 H 1.5890 -2.4014 -2.8495
20 H 3.1775 1.1357 -1.8620
21 H 2.8576 2.7601 -1.9384
22 O 3.0030 1.9053 -2.3299
23 H -0.4323 4.3670 -1.5909
24 H -1.5585 4.6595 -2.5869
25 O -0.6192 4.5493 -2.6055
26 H 0.1974 2.7343 -4.2518
27 H 1.3661 2.0132 -3.8424
28 O 0.5493 1.9694 -4.0419
29 H 0.9259 3.2955 1.6488
30 H 1.5390 3.6073 0.4040
31 O 1.6119 3.8307 1.3067
32 H -0.5555 -2.6284 0.5712
33 H -1.2728 -2.5371 4.7573
34 O -0.3084 -2.7941 4.6232
35 H 2.7819 -2.8863 2.4333
36 H 2.4436 -3.9390 1.4975
37 O 2.9373 -3.0597 1.4878
38 H -3.4997 -1.1662 1.6747
39 H -4.3175 -2.1115 2.4201
40 O -3.4077 -1.9192 2.2305
41 H -3.1746 0.1903 3.1944
42 H -2.9077 0.8447 4.4322
43 O -3.5446 0.8629 3.7594
44 H 2.8699 -1.8002 0.0914
45 H 2.8078 -0.3210 0.3110
46 O 2.6941 -0.9352 -0.3904
47 H -2.4827 -3.6853 2.2527
48 H -2.2578 -4.4631 0.9228
49 O -2.1360 -4.3981 1.8872
50 H 3.2541 0.5620 2.9945
51 H 3.1169 1.8344 2.1069
52 O 2.6743 1.1259 2.4963

## Properties
HOMO-LUMO gap (eV): 8.40
E (a.u.): -1205.8227
E_HOMO (Ha): -0.311

---

Molecular formula: C6H33O10PSi
Method: DFT, the ωB97M-V functional and the def2-TZVPD basis

Geometry (Å):
1 C 2.5323 -0.9834 0.9193
2 C 2.4208 0.5261 0.7114
3 C 3.7910 1.1889 0.8448
4 C 1.7308 0.9488 -0.6114
5 C 1.9436 -0.0038 -1.8002
6 C 0.2501 1.2306 -0.3933
7 O -0.3628 0.2081 0.4041
8 Si -1.6180 -0.6877 -0.1013
9 P -3.5461 0.3407 0.5450
10 O -3.4792 0.7184 1.9986
11 H 1.5728 -1.4871 0.7987
12 H 2.8957 -1.1844 1.9290
13 H 3.2570 -1.4313 0.2371
14 H 1.7917 0.9053 1.5240
15 H 4.2149 0.9942 1.8318
16 H 4.4703 0.8418 0.0626
17 H 3.6938 2.2729 0.7544
18 H 2.1620 1.9166 -0.8864
19 H 2.1512 0.5621 -2.7092
20 H 2.7815 -0.6814 -1.6508
21 H 1.0498 -0.6000 -2.0043
22 H -0.2613 1.3058 -1.3618
23 H 0.1118 2.1805 0.1287
24 H -1.6411 -0.8636 -1.5714
25 H -1.6212 -1.9967 0.5736
26 H -4.6559 -0.4793 0.2557
27 H -3.7609 1.5000 -0.2339
28 O 4.4053 4.5153 1.0644
29 H 4.8208 5.2257 1.5643
30 H 3.5174 4.8380 0.8780
31 O -5.0308 -1.1152 3.9131
32 H -5.2101 -1.9763 3.5184
33 H -4.4982 -0.6408 3.2608
34 O -5.1758 -1.1919 -2.2567
35 H -5.5787 -0.3307 -2.1009
36 H -5.9284 -1.7830 -2.4024
37 O 6.4876 0.6720 -1.3145
38 H 6.5632 1.4658 -0.7741
39 H 7.2493 0.1387 -1.0567
40 O -5.5895 -3.4412 1.6296
41 H -5.7681 -4.3116 1.2584
42 H -5.0663 -2.9927 0.9566
43 O 9.4893 -0.2891 -1.5181
44 H 10.3759 0.0072 -1.7478
45 H 9.2130 -0.8314 -2.2650
46 O -6.1323 1.8893 2.8614
47 H -5.3153 1.4232 2.6326
48 H -5.9353 2.3063 3.7058
49 O -6.3909 -3.5360 -3.6395
50 H -5.4867 -3.4387 -3.9597
51 H -6.8899 -3.8451 -4.4026

## Properties
HOMO-LUMO gap (eV): 9.97
E (a.u.): -1631.6501
E_HOMO (Ha): -0.359

---

Molecular formula: C6H35NO12
Method: DFT, the ωB97M-V functional and the def2-TZVPD basis

Geometry (Å):
1 C 1.4808 -0.1942 0.0892
2 C 0.1935 0.1303 0.8867
3 C 0.6517 0.5456 2.3080
4 C -0.5611 0.2601 3.1719
5 C -0.7422 -0.8929 3.8059
6 N -0.5077 1.1455 0.1066
7 C -1.5820 0.7627 -0.6858
8 O -1.1897 -0.0593 -1.8270
9 H 1.9986 -1.0079 0.5970
10 H 1.1789 -0.6277 -0.8610
11 H 2.1841 0.6202 -0.0997
12 H -0.4448 -0.7531 0.9515
13 H 1.3997 -0.1612 2.6528
14 H 0.7431 1.6348 2.3939
15 H -1.3925 0.9569 3.1998
16 H 0.0241 -1.6539 3.9574
17 H -1.6390 -1.1493 4.3532
18 H -0.2594 2.0993 0.2780
19 H -2.2753 0.0319 -0.2173
20 H -2.2331 1.5199 -1.0958
21 H -0.7182 0.4368 -2.5037
22 H 2.6973 -0.6451 -2.4794
23 H 2.7066 -2.1319 -2.2831
24 O 3.2398 -1.3437 -2.1005
25 H -1.9274 3.6195 2.8675
26 H -1.5412 2.7950 1.7858
27 O -2.3378 2.9395 2.3160
28 H 2.1804 2.2059 1.1907
29 H 3.1415 3.1850 0.4522
30 O 2.5014 3.1108 1.1651
31 H -2.4076 3.8229 -0.3713
32 H -0.8831 4.2797 -0.6774
33 O -1.4817 3.7787 -0.1160
34 H 3.4152 -3.4209 0.8189
35 H 2.7395 -2.4766 -0.2021
36 O 2.5831 -2.9845 0.6089
37 H -1.9819 -2.0444 -1.1750
38 H -1.4774 -2.4011 -2.5132
39 O -1.7842 -2.8220 -1.7089
40 H 1.3169 -4.1725 -0.8000
41 H 0.3751 -3.6586 -1.7523
42 O 1.2126 -4.1513 -1.7698
43 H 0.9762 3.1009 -1.1094
44 H 1.4727 2.6651 -2.5162
45 O 1.2160 3.4226 -1.9845
46 H 0.6778 -3.2474 2.1199
47 H -0.0810 -3.3923 0.8443
48 O -0.2184 -3.4033 1.7969
49 H -4.8682 1.4144 0.4891
50 H -3.4542 1.6731 0.5509
51 O -4.1663 1.7219 -0.1036
52 H 0.0211 -1.6533 -3.6183
53 H 1.3427 -2.1807 -4.2828
54 O 0.9746 -1.5584 -3.6502

## Properties
HOMO-LUMO gap (eV): 8.94
E (a.u.): -1207.1550
E_HOMO (Ha): -0.329

---

Molecular formula: C6H36N12O12
Method: DFT, the ωB97M-V functional and the def2-TZVPD basis

Geometry (Å):
1 O 2.0105 0.3632 -3.8626
2 H 1.8350 -0.3577 -3.2580
3 H 1.1437 0.6657 -4.1336
4 O -1.6346 -3.5406 -3.1165
5 H -1.5111 -4.2790 -2.5201
6 H -1.9925 -3.9326 -3.9129
7 O -1.4501 2.9389 1.4895
8 H -2.2383 3.4012 1.2044
9 H -1.6694 2.0117 1.3979
10 O 4.9739 1.0830 -0.9182
11 H 4.4676 0.8629 -0.1363
12 H 5.0727 2.0344 -0.8802
13 O -0.6741 -0.9720 -3.8249
14 H -0.5294 -1.1015 -4.7622
15 H -0.9350 -1.8341 -3.5010
16 O 4.4129 -1.5049 -2.1640
17 H 3.5139 -1.3894 -1.8562
18 H 4.4538 -2.4179 -2.4484
19 C -4.5511 -1.0338 -3.1926
20 O -5.2745 -1.9808 -3.4672
21 N -4.5981 0.1752 -3.6964
22 N -3.8411 -1.0333 -2.0680
23 H -4.0280 0.8911 -3.2689
24 H -5.1701 0.3644 -4.5070
25 H -3.3933 -0.1902 -1.7384
26 H -3.8820 -1.8935 -1.5402
27 C 1.1808 -0.4411 5.1245
28 O 0.9038 -1.6011 4.8306
29 N 0.7688 0.5577 4.4215
30 N 1.8017 -0.0371 6.1554
31 H 0.8773 1.5135 4.7293
32 H 0.0653 0.3019 3.7434
33 H 1.9573 0.9515 6.2915
34 H 2.0532 -0.7431 6.8323
35 C 0.8915 -0.7032 -0.5947
36 O 1.7768 -1.1979 -1.3575
37 N -0.3451 -0.7756 -0.8317
38 N 1.1014 -0.0602 0.4929
39 H -0.9911 -0.3311 -0.1952
40 H -0.6307 -1.3373 -1.6211
41 H 0.2168 0.1994 0.9054
42 H 2.0479 0.2371 0.6825
43 C -2.0201 2.1676 -2.2147
44 O -2.7293 1.5173 -1.4785
45 N -1.9406 3.4707 -2.1080
46 N -1.3808 1.6383 -3.2475
47 H -1.2525 3.9493 -2.6717
48 H -2.2952 3.9714 -1.3057
49 H -0.9860 2.3350 -3.8629
50 H -1.2557 0.6708 -3.5090
51 C 4.5583 -0.0050 2.4734
52 O 3.7636 0.5228 1.7553
53 N 5.7827 0.2238 2.3876
54 N 4.2606 -0.9573 3.3509
55 H 6.4633 -0.2336 2.9773
56 H 6.0642 0.9448 1.7388
57 H 4.9924 -1.5242 3.7548
58 H 3.2947 -1.2147 3.4955
59 C -2.5308 -0.0336 2.1538
60 O -1.4718 0.2642 1.6206
61 N -3.0511 0.6405 3.1788
62 N -3.1437 -1.1209 1.9088
63 H -2.5217 1.4159 3.5512
64 H -3.9618 0.4279 3.5602
65 H -4.0998 -1.0994 2.2336
66 H -2.7258 -1.8355 1.3303

## Properties
HOMO-LUMO gap (alpha / beta) (eV): 8.66 / 2.30
E (a.u.): -1810.0059
E_HOMO (alpha / beta) (Ha): -0.420 / -0.409
Expectation value of S²: 0.767
2S+1: 2
Charge: +1

---

Molecular formula: C6H37NO12
Method: DFT, the ωB97M-V functional and the def2-TZVPD basis

Geometry (Å):
1 C -3.9640 -0.3340 -1.0462
2 N -2.4949 -0.5687 -1.3020
3 C -1.9206 -0.9129 -0.0186
4 C -0.4245 -0.5097 -0.1457
5 C -0.2487 0.0519 -1.5414
6 C -1.6889 0.3942 -2.0908
7 C -2.0576 -0.1922 -3.4779
8 H -4.4522 0.2547 -0.2318
9 H -4.3324 0.0330 -2.0522
10 H -4.5205 -1.2570 -1.0813
11 H -2.0285 -1.9964 0.2294
12 H -2.4144 -0.3062 0.8008
13 H -0.1798 0.1114 0.7593
14 H 0.1824 -1.3729 -0.1083
15 H -0.0072 -0.8359 -2.1954
16 H 0.2365 0.9262 -1.6385
17 H -2.1326 1.4269 -2.0196
18 H -2.1767 -1.2337 -3.5326
19 H -2.9251 0.4023 -3.8608
20 H -1.2574 0.0390 -4.2624
21 H -0.9048 -2.7384 -1.8523
22 H -1.1393 -4.1194 -2.4690
23 O -0.8294 -3.5924 -1.6457
24 H 2.5830 -1.2634 2.6415
25 H 3.9956 -0.5638 2.6080
26 O 3.2831 -1.0083 2.0461
27 H -0.9460 -3.6511 0.1957
28 H 0.1459 -4.0877 1.1940
29 O -0.6860 -3.4899 1.1156
30 H 3.5364 1.7862 -0.0242
31 H 4.3204 0.4101 0.2112
32 O 4.3222 1.2442 -0.2519
33 H 0.2352 1.4323 3.8732
34 H 1.4741 1.6567 2.8876
35 O 1.2439 1.3453 3.8256
36 H -1.2289 -2.1309 1.8930
37 H -1.8221 -1.8193 3.3888
38 O -1.5307 -1.4655 2.6198
39 H -1.9956 1.5357 2.6278
40 H -1.2144 0.0880 3.0066
41 O -1.2818 1.0427 3.1610
42 H 0.5185 2.9416 -3.8045
43 H 1.8087 3.2981 -2.8812
44 O 0.8248 3.0712 -2.9747
45 H 3.6404 0.4321 -2.9381
46 H 3.8215 1.3820 -1.8406
47 O 3.7967 1.3568 -2.7446
48 H 2.5562 2.3729 2.1027
49 H 2.1697 0.7976 1.6206
50 O 2.4987 1.6707 1.4438
51 H 0.9908 3.1273 0.1461
52 H 0.5100 3.7386 -1.3037
53 O 0.3366 3.6221 -0.3495
54 H 1.6205 -0.1997 4.0122
55 H 0.7417 -1.1813 3.3472
56 O 1.4117 -1.1613 3.9280

## Properties
HOMO-LUMO gap (alpha / beta) (eV): 10.01 / 5.60
E (a.u.): -1207.9970
E_HOMO (alpha / beta) (Ha): -0.477 / -0.477
Expectation value of S²: 0.754
2S+1: 2
Charge: +1

---

Molecular formula: C6H37NO14
Method: DFT, the ωB97M-V functional and the def2-TZVPD basis

Geometry (Å):
1 C -2.9219 0.7992 0.0481
2 C -1.8807 -0.3273 0.3776
3 C -0.4162 0.0158 0.1618
4 C 0.2548 0.0391 -1.0460
5 C 1.7014 -0.2007 -1.2116
6 C 2.3883 0.0550 -2.3533
7 O 3.7582 -0.2564 -2.3930
8 N -2.4960 2.1469 0.5333
9 H -2.9662 0.9901 -1.1394
10 H -3.9651 0.5789 0.2728
11 H -1.9672 -0.3724 1.4698
12 H -2.1025 -1.3800 -0.1283
13 H 0.0318 0.0562 1.1002
14 H -0.3641 0.3634 -2.0369
15 H 2.1042 -0.4820 -0.2338
16 H 2.1216 0.5137 -3.3296
17 H 3.9813 -0.8557 -1.5919
18 H -2.1440 2.1737 1.5458
19 H -1.6788 2.3319 -0.0580
20 H -1.3845 -3.2988 -1.5298
21 H -1.8766 -1.8234 -2.0652
22 O -1.8989 -2.8220 -2.2683
23 H 0.8993 -3.8470 -0.1738
24 H 0.9232 -2.9549 -1.2736
25 O 0.8110 -2.9834 -0.3298
26 H 2.2869 -2.1696 0.2417
27 H 3.0883 -1.0334 0.8971
28 O 3.2108 -1.8209 0.4411
29 H -2.4047 1.6264 3.7398
30 H -1.4606 0.4733 3.5165
31 O -1.4934 1.4019 3.4829
32 H 1.9693 0.7080 4.2110
33 H 0.6428 0.4463 3.3939
34 O 1.5996 0.3019 3.3008
35 H 1.8111 3.5445 -0.7551
36 H 0.8922 3.1909 0.4424
37 O 0.9072 3.5745 -0.4618
38 H -0.9112 -4.0379 2.5480
39 H -0.9243 -3.2710 0.9596
40 O -1.1614 -3.3868 1.9594
41 H -2.2046 0.3761 -2.3488
42 H -2.9702 -0.1551 -3.5778
43 O -2.5962 -0.3675 -2.7345
44 H -0.6355 2.0377 -2.0618
45 H -1.5614 2.9630 -2.8017
46 O -1.2528 2.0300 -2.8939
47 H -0.2111 -1.5064 3.9491
48 H -0.8564 -1.4668 2.5574
49 O -0.6031 -0.9692 3.3615
50 H 4.0416 2.1406 -0.7256
51 H 3.6200 3.0234 0.3960
52 O 3.5858 2.9724 -0.6181
53 H 0.4392 3.6000 2.3725
54 H 0.6088 2.0506 2.3513
55 O 1.0521 2.8670 2.1706
56 H 0.3267 -1.7829 -3.1513
57 H -0.2631 -3.1519 -3.4319
58 O 0.5150 -2.6689 -3.0776

## Properties
HOMO-LUMO gap (eV): 7.97
E (a.u.): -1358.7397
E_HOMO (Ha): -0.293

---

Molecular formula: C6H38N2O11
Method: DFT, the ωB97M-V functional and the def2-TZVPD basis

Geometry (Å):
1 N -0.8436 -1.4909 -0.6869
2 C -0.1627 -1.5480 0.6371
3 C 0.3356 -3.0108 0.7803
4 C 0.9639 -0.4267 0.6429
5 N 0.5080 0.5945 1.6193
6 C -0.7348 2.4823 0.3762
7 C 0.4281 2.0209 1.3883
8 C 1.7078 2.5561 0.9243
9 H -1.4670 -0.6082 -0.8650
10 H -1.6831 -2.1377 -0.8324
11 H -0.7976 -1.2537 1.4324
12 H 0.9839 -3.0833 1.6563
13 H -0.6351 -3.5206 0.9853
14 H 0.8988 -3.5034 -0.0381
15 H 0.9644 0.0200 -0.3944
16 H 1.9928 -0.9200 0.8771
17 H -0.2442 0.2813 2.1948
18 H -1.0442 3.4866 0.2356
19 H -1.5100 1.7534 0.5204
20 H -0.2167 2.5003 -0.6467
21 H 0.0134 2.3584 2.3574
22 H 1.6815 3.1206 0.0298
23 H 2.3999 1.7052 0.6661
24 H 2.2514 3.1043 1.6941
25 H -0.7760 0.6911 4.4308
26 H -2.2838 0.3897 4.3898
27 O -1.5671 0.9162 3.8854
28 H 3.6174 -2.4893 -1.7123
29 H 3.5359 -1.7208 -0.4684
30 O 3.1351 -1.8327 -1.2627
31 H 1.4719 -1.1960 -1.6793
32 H 0.0428 -1.1409 -2.3583
33 O 1.0753 -1.1922 -2.6600
34 H 3.7854 -3.5491 1.4899
35 H 2.9781 -3.8631 0.1539
36 O 3.6680 -3.3871 0.6312
37 H 0.9651 0.9394 -4.8316
38 H 1.5361 0.2894 -3.6193
39 O 1.1278 1.1392 -3.9486
40 H -2.6147 1.6789 -1.8212
41 H -3.9879 1.2866 -1.5244
42 O -3.1031 1.1575 -1.1488
43 H -1.5858 -2.8401 -3.2843
44 H -2.4127 -1.6735 -3.8110
45 O -2.4836 -2.4279 -3.2786
46 H -1.0792 1.2153 -3.3684
47 H -0.6231 2.5653 -2.8329
48 O -1.3817 1.9669 -2.9688
49 H -2.6833 0.0300 2.1449
50 H -2.4224 0.4124 0.6056
51 O -2.8985 -0.1198 1.2094
52 H 1.9473 -0.1640 2.8835
53 H 3.0424 -0.4952 1.6815
54 O 2.9219 -0.4071 2.6534
55 H -2.0662 2.6558 2.7758
56 H -1.9493 3.4515 1.5916
57 O -2.3570 3.4437 2.4216

## Properties
HOMO-LUMO gap (eV): 8.79
E (a.u.): -1188.3838
E_HOMO (Ha): -0.325

---

Molecular formula: C6H39NO13
Method: DFT, the ωB97M-V functional and the def2-TZVPD basis

Geometry (Å):
1 C 0.9142 -0.0682 -1.4715
2 N 1.0454 0.9316 -0.3635
3 C -0.0401 0.7099 0.6583
4 C 0.0444 1.7471 1.7966
5 C -1.3552 1.8608 2.3949
6 O 0.8687 0.9337 2.6711
7 C 1.8056 0.1531 -2.7481
8 C 3.3092 -0.2130 -2.3844
9 H 1.2032 -1.0426 -1.0213
10 H -0.1066 -0.1083 -1.8746
11 H 1.9342 0.9228 0.0811
12 H -0.9831 0.8353 0.1506
13 H 0.0141 -0.3475 0.9673
14 H 0.4735 2.6648 1.5509
15 H -1.6077 0.8657 2.7741
16 H -1.4473 2.5369 3.2337
17 H -2.1007 2.1699 1.6075
18 H 1.8073 1.1140 2.6659
19 H 1.8089 1.2496 -2.8336
20 H 1.3096 -0.4091 -3.5939
21 H 3.9817 0.5622 -2.8101
22 H 3.6183 0.0531 -1.3962
23 H 3.4622 -1.1930 -2.7133
24 H -4.1803 0.6344 -1.5888
25 H -3.2730 1.9250 -1.8666
26 O -3.6576 1.0568 -2.2473
27 H 0.7705 4.1329 -1.8371
28 H 0.7451 2.8365 -1.2851
29 O 0.3046 3.4391 -1.7159
30 H -1.0941 -3.6685 -2.5546
31 H -0.9878 -2.3680 -2.1506
32 O -0.3677 -3.1567 -2.2799
33 H 1.1110 -0.8184 2.6109
34 H 0.9701 -2.2461 1.9893
35 O 1.5611 -1.6168 2.3278
36 H 3.8570 2.3957 -0.1706
37 H 3.6325 1.1472 0.7055
38 O 3.4354 2.1304 0.6788
39 H 1.5657 -3.1781 0.0614
40 H 0.5918 -4.1226 -0.6443
41 O 0.9788 -3.8872 0.1759
42 H -2.5244 -1.0685 -0.8834
43 H -2.4981 -0.4854 -2.4193
44 O -2.2480 -1.2495 -1.7879
45 H -1.9327 -1.3549 1.9316
46 H -3.1418 -2.1934 2.3469
47 O -2.8462 -1.2895 2.0979
48 H -0.4341 -3.2629 0.9957
49 H -0.7051 -3.5415 2.4514
50 O -0.7249 -2.7995 1.8199
51 H -2.7301 1.0650 0.2046
52 H -3.3190 -0.2843 0.9171
53 O -3.4717 0.2660 0.2114
54 H 3.7441 -0.8051 2.1177
55 H 2.6864 -0.9505 1.0040
56 O 3.7003 -0.7948 1.0639
57 H -1.3084 2.9476 -1.1661
58 H -2.6443 3.7211 -1.2464
59 O -2.2396 2.9693 -0.9208

## Properties
HOMO-LUMO gap (eV): 9.45
E (a.u.): -1284.7711
E_HOMO (Ha): -0.337